(1)
Here is a gas-phase ion, C4H9N4 (charge +1) at a distorted geometry from the OMol25 dataset. Energies are from wB97M-V/def2-TZVPD.

Each line ends with the Mulliken charge.
CARTESIAN COORDINATES (ANGSTROEM)
C -2.074 1.325 1.108  -0.156
C -3.816 -0.129 2.188  0.008
C 1.290 -1.373 0.027  -1.252
C 0.445 -0.428 -0.740  0.495
N -3.060 0.533 1.595  -0.015
N -1.125 0.988 0.218  0.202
N -0.762 -0.175 0.043  -0.431
N 1.083 0.786 -1.217  -0.624
H -2.190 2.348 1.571  0.295
H -4.857 -0.374 2.263  0.359
H 1.588 -0.966 1.060  0.315
H 2.274 -1.481 -0.578  0.336
H 0.632 -2.198 0.275  0.397
H 0.025 -1.072 -1.559  0.232
H 1.461 0.800 -2.082  0.238
H -0.784 1.905 -0.183  0.377
H 1.852 0.888 -0.600  0.223

Values from the calculation:
Orbital gap (alpha / beta): 7.70 / 7.70 eV
HOMO level (alpha / beta): -12.77 / -12.77 eV
Total charge: +1
F_max: 4.512 eV Å⁻¹
Energy relative to the best compared isomer or geometry (same formula, charge and spin): 483.9 kJ/mol
Electronic energy: -10242.9826 eV

(2)
Here is a molecular structure, C65H145N8O31 at a distorted geometry from the OMol25 dataset. Energies are from wB97M-V/def2-TZVPD.

Each line ends with the Mulliken charge.
CARTESIAN COORDINATES (ANGSTROEM)
C 12.941 -18.455 -10.085  -1.449
C 13.245 -17.126 -10.811  0.530
C 11.979 -16.646 -11.466  -1.137
N 12.153 -15.605 -12.623  0.897
C 12.509 -16.359 -13.918  -0.985
C 12.813 -15.389 -15.077  0.975
C 13.973 -14.421 -14.699  0.130
C 13.577 -13.573 -13.417  -0.597
C 13.265 -14.574 -12.279  -0.928
C 10.866 -14.825 -12.770  -0.948
H 11.917 -18.432 -9.713  0.395
H 13.694 -18.695 -9.334  0.388
H 12.993 -19.317 -10.750  0.364
H 14.006 -17.315 -11.568  -0.398
H 13.636 -16.309 -10.204  0.425
H 11.477 -16.149 -10.636  0.500
H 11.285 -17.391 -11.855  0.424
H 13.225 -17.143 -13.669  -0.020
H 11.777 -16.944 -14.474  0.288
H 13.087 -15.942 -15.975  0.298
H 11.994 -14.718 -15.340  -0.596
H 14.936 -14.927 -14.633  0.191
H 14.143 -13.827 -15.596  -0.448
H 14.513 -13.029 -13.292  0.545
H 12.841 -12.811 -13.672  0.211
H 14.165 -15.171 -12.130  0.544
H 12.853 -13.956 -11.481  0.374
H 10.567 -14.106 -12.008  0.282
H 10.054 -15.538 -12.916  0.326
H 10.992 -14.268 -13.698  0.287
C 9.689 -4.763 -24.968  -1.643
C 9.616 -6.192 -24.744  0.152
C 8.417 -6.601 -23.869  -0.762
N 8.144 -8.175 -23.815  0.479
C 9.380 -8.862 -23.116  -1.217
C 9.190 -10.404 -22.832  0.208
C 7.843 -10.709 -22.150  -0.179
C 6.623 -9.933 -22.729  -1.019
C 6.980 -8.425 -22.880  -0.755
C 7.779 -8.777 -25.210  -1.034
H 9.966 -4.247 -24.048  0.375
H 8.845 -4.230 -25.405  0.363
H 10.621 -4.654 -25.521  0.414
H 10.491 -6.509 -24.178  0.132
H 9.652 -6.734 -25.689  0.253
H 7.508 -6.198 -24.315  0.497
H 8.313 -6.262 -22.838  0.420
H 9.638 -8.350 -22.189  0.527
H 10.284 -8.659 -23.689  0.606
H 9.969 -10.836 -22.205  -0.576
H 9.170 -11.094 -23.675  0.373
H 7.965 -10.551 -21.079  0.052
H 7.695 -11.787 -22.211  0.339
H 5.749 -10.088 -22.095  0.472
H 6.297 -10.314 -23.697  0.315
H 7.272 -8.031 -21.907  0.448
H 6.097 -7.816 -23.071  0.511
H 8.579 -8.554 -25.916  0.325
H 6.839 -8.321 -25.521  0.351
H 7.644 -9.858 -25.227  0.421
C 18.429 -13.192 -16.921  -1.486
C 17.489 -12.386 -17.857  1.094
C 15.988 -12.725 -17.713  0.216
N 15.001 -11.899 -18.536  0.878
C 15.189 -12.328 -20.026  -0.255
C 13.994 -11.715 -20.942  -0.711
C 12.575 -12.056 -20.341  0.695
C 12.409 -11.581 -18.942  1.249
C 13.549 -12.218 -18.011  0.713
C 15.177 -10.418 -18.300  -0.201
H 19.451 -12.841 -17.061  0.611
H 18.462 -14.281 -16.899  0.167
H 18.309 -12.810 -15.907  -0.031
H 17.855 -12.813 -18.790  0.342
H 17.948 -11.403 -17.953  -0.755
H 15.793 -12.509 -16.663  -0.023
H 15.777 -13.785 -17.856  -0.125
H 15.079 -13.413 -20.012  -0.345
H 16.232 -12.157 -20.294  0.611
H 14.154 -12.198 -21.906  0.273
H 13.960 -10.634 -21.073  0.268
H 12.488 -13.135 -20.470  -0.626
H 11.781 -11.645 -20.963  -0.562
H 11.478 -12.144 -18.866  -0.925
H 12.306 -10.496 -18.947  0.297
H 13.454 -13.296 -18.143  -0.484
H 13.497 -12.080 -16.931  -0.034
H 15.258 -10.275 -17.223  0.014
H 14.422 -9.851 -18.845  0.556
H 16.163 -10.136 -18.670  -0.256
C 21.222 -5.667 -24.454  -1.476
C 20.657 -7.019 -24.093  -0.161
C 20.229 -7.746 -25.382  -0.635
N 19.380 -9.077 -25.122  0.498
C 17.851 -8.752 -25.001  -0.812
C 16.940 -9.760 -24.441  -0.564
C 17.547 -10.714 -23.420  0.203
C 18.984 -11.158 -23.583  -1.064
C 19.856 -9.881 -23.892  -0.882
C 19.548 -9.946 -26.439  -1.094
H 21.903 -5.335 -23.670  0.375
H 20.364 -5.024 -24.651  0.372
H 21.879 -5.669 -25.324  0.349
H 19.784 -6.732 -23.506  0.213
H 21.400 -7.592 -23.537  0.437
H 21.096 -8.053 -25.966  0.431
H 19.528 -7.163 -25.980  0.359
H 17.779 -7.863 -24.375  0.377
H 17.465 -8.497 -25.988  0.300
H 16.034 -9.195 -24.218  0.229
H 16.643 -10.302 -25.339  0.270
H 17.309 -10.355 -22.419  0.046
H 16.952 -11.615 -23.569  0.315
H 19.227 -11.554 -22.597  0.395
H 18.945 -11.859 -24.417  0.366
H 19.876 -9.165 -23.071  0.506
H 20.890 -10.148 -24.110  0.410
H 20.574 -10.310 -26.492  0.327
H 19.292 -9.289 -27.270  0.386
H 18.879 -10.798 -26.314  0.462
C 11.269 -16.014 -22.696  -1.057
N 9.777 -16.215 -22.487  0.553
C 9.593 -16.441 -20.940  -1.026
C 9.085 -14.924 -22.958  -1.153
C 9.204 -17.437 -23.253  -0.515
C 7.962 -18.102 -22.741  -0.636
O 6.786 -17.374 -22.935  -0.498
H 11.657 -15.275 -21.995  0.137
H 11.505 -15.546 -23.652  0.358
H 11.805 -16.919 -22.413  0.529
H 8.517 -16.539 -20.794  0.544
H 10.003 -15.601 -20.379  -0.024
H 10.029 -17.311 -20.450  0.479
H 9.162 -14.797 -24.038  0.414
H 9.545 -14.071 -22.459  0.383
H 8.052 -15.181 -22.722  0.459
H 9.958 -18.223 -23.254  0.419
H 9.174 -17.181 -24.313  0.501
H 8.028 -18.273 -21.667  0.298
H 7.924 -19.093 -23.193  0.449
H 6.051 -17.990 -22.892  0.319
C 17.650 -20.160 -14.830  -0.863
N 17.454 -18.714 -14.272  0.296
C 16.010 -18.477 -13.624  -1.264
C 18.334 -18.481 -13.082  -0.966
C 17.771 -17.625 -15.324  -0.820
C 16.771 -17.470 -16.560  0.308
O 15.432 -17.093 -16.159  -0.126
H 18.577 -20.196 -15.403  0.339
H 16.837 -20.246 -15.550  0.367
H 17.491 -20.866 -14.015  0.346
H 15.744 -18.757 -12.605  0.458
H 15.225 -18.881 -14.264  0.398
H 15.924 -17.393 -13.548  0.453
H 18.150 -19.097 -12.201  0.342
H 18.281 -17.439 -12.768  0.348
H 19.310 -18.856 -13.388  0.453
H 18.791 -17.842 -15.640  0.536
H 17.905 -16.681 -14.796  0.160
H 16.603 -18.326 -17.213  0.437
H 17.201 -16.689 -17.187  -0.211
H 14.915 -16.673 -16.850  0.218
C 8.567 -11.979 -15.506  -0.746
N 7.700 -12.486 -16.613  0.473
C 6.193 -12.157 -16.343  -0.917
C 8.014 -11.683 -17.852  -0.682
C 7.935 -13.972 -16.905  -1.140
C 9.292 -14.408 -17.647  -0.345
O 10.530 -13.796 -17.209  0.565
H 9.552 -11.848 -15.953  0.293
H 8.460 -12.605 -14.620  0.322
H 8.185 -11.000 -15.216  0.361
H 5.892 -12.800 -15.516  0.384
H 5.661 -12.457 -17.246  0.380
H 5.952 -11.139 -16.035  0.311
H 7.826 -10.629 -17.645  0.459
H 7.375 -12.143 -18.606  0.503
H 9.072 -11.845 -18.057  -0.251
H 7.125 -14.295 -17.559  0.305
H 7.675 -14.441 -15.957  0.464
H 9.129 -14.285 -18.717  0.222
H 9.470 -15.471 -17.482  0.558
H 11.112 -14.469 -17.572  -0.421
C 20.465 -8.013 -15.628  -1.247
N 19.402 -8.517 -14.665  0.510
C 20.088 -9.356 -13.616  -1.036
C 18.671 -7.280 -14.014  -0.920
C 18.362 -9.305 -15.511  -1.145
C 17.402 -10.437 -14.818  0.935
O 16.650 -9.805 -13.853  -0.590
H 19.955 -7.566 -16.482  0.517
H 21.074 -8.825 -16.026  0.484
H 21.126 -7.293 -15.146  0.354
H 19.436 -9.457 -12.749  0.278
H 21.009 -8.815 -13.401  0.316
H 20.339 -10.271 -14.153  0.561
H 18.249 -6.678 -14.819  0.358
H 19.349 -6.742 -13.351  0.370
H 18.023 -7.692 -13.241  0.303
H 18.772 -9.675 -16.451  0.423
H 17.786 -8.570 -16.072  0.303
H 18.016 -11.225 -14.382  -0.055
H 16.714 -10.842 -15.559  -0.211
H 15.757 -10.145 -13.948  0.579
O 13.112 -8.909 -23.134  -0.230
C 12.811 -7.761 -22.773  0.803
O 12.241 -7.820 -21.656  -0.764
O 13.021 -6.706 -23.372  -0.897
H 12.654 -9.055 -22.303  0.192
O 12.343 -10.243 -15.787  0.176
C 12.812 -9.777 -14.590  0.269
O 12.187 -9.047 -13.809  -0.792
O 13.931 -10.167 -14.228  -0.746
H 11.717 -9.533 -15.944  0.047
O 12.802 -11.238 -25.352  -0.505
C 13.233 -12.251 -24.587  0.594
O 12.340 -12.875 -23.962  -0.535
O 14.436 -12.631 -24.597  -0.757
H 11.881 -11.343 -25.101  0.274
O 22.196 -9.144 -18.792  -0.584
C 22.319 -10.407 -18.380  0.640
O 21.421 -11.244 -18.455  -0.624
O 23.399 -10.755 -17.858  -0.830
H 21.247 -8.996 -18.801  0.359
O 17.397 -15.602 -19.241  -0.370
C 17.285 -16.647 -20.036  0.410
O 18.313 -17.399 -20.145  -0.845
O 16.203 -16.835 -20.591  -0.672
H 16.467 -15.415 -19.390  0.301
O 19.096 -14.829 -13.677  -0.251
C 19.991 -13.916 -13.840  0.549
O 21.090 -14.173 -14.345  -0.748
O 19.715 -12.741 -13.583  -0.745
H 18.524 -14.260 -13.158  0.157
O 9.825 -8.777 -18.998  -0.066
C 9.876 -8.434 -17.751  0.657
O 11.050 -8.206 -17.269  -0.819
O 8.867 -8.193 -17.072  -0.796
H 10.775 -8.777 -19.133  0.140
O 13.295 -16.026 -20.364  -0.597
C 13.112 -15.972 -19.074  0.111
O 11.998 -15.837 -18.551  -0.942
O 14.158 -16.113 -18.425  -0.038
H 14.230 -16.160 -20.194  0.155
O 19.339 -10.209 -20.215  -0.105
C 18.997 -8.922 -19.929  0.961
O 18.196 -8.268 -20.591  -0.792
O 19.493 -8.542 -18.863  -0.761
H 19.760 -10.215 -19.352  -0.134

Values from the calculation:
Orbital gap: 2.29 eV
HOMO level: -2.31 eV
Total charge: -1
F_max: 8.260 eV Å⁻¹
Electronic energy: -145133.7483 eV

Among the records above, which one has the highest electronic energy?
C4H9N4

Which value of F_max does entry 1 give?
4.512 eV Å⁻¹

Which of these has the highest total charge?
C4H9N4